# C4H13LiN4O5

C4H13LiN4O5 as an isolated structure in a non-equilibrium geometry (ωB97M-V/def2-TZVPD, OMol25).

Last column: Mulliken charge in e.
Positions of all 27 atoms, in Å:
Li -0.5540 -0.0765 -0.2946  1.01
C -2.2058 2.7211 2.2760  -1.16
C -1.6195 2.0304 1.0887  0.97
O -0.5811 1.3380 1.2547  -0.42
O -2.1982 2.0538 -0.0088  -0.42
H -1.7936 2.5053 3.2617  0.35
H -3.2428 2.4708 2.4998  0.34
H -2.1648 3.8090 2.2229  0.32
C 0.4503 -2.8153 0.3452  0.68
O 0.6262 -1.6049 0.0995  -0.71
N -0.5158 -3.4310 -0.2933  -0.31
N 1.1151 -3.5679 1.2229  -0.41
H -0.4917 -4.4201 -0.0900  0.14
H -1.3374 -3.1394 -0.8032  0.19
H 1.6377 -3.0466 1.9123  0.25
H 0.8269 -4.5209 1.3929  0.19
C 2.0050 1.4498 -1.6561  0.74
O 0.9053 1.3773 -1.2689  -0.65
N 3.0451 1.4799 -0.8699  -0.41
N 2.3428 1.6151 -2.8778  -0.44
H 2.8598 1.7426 0.0875  0.22
H 3.9690 1.4221 -1.2740  0.17
H 3.2287 2.0048 -3.1666  0.17
H 1.7557 1.2765 -3.6266  0.22
O -2.3103 -0.9106 -0.3795  -0.60
H -2.7867 -0.1577 -0.7292  0.32
H -2.9661 -1.6057 -0.3257  0.27

Force components x, y, z for each atom (eV/Å):
Li 1.2 -0.2 -0.1
C -0.5 0.8 1.0
C -1.2 0.8 3.2
O -0.2 -0.2 -1.6
O 1.0 -0.7 -0.8
H 1.0 -0.5 -0.3
H -0.3 -0.1 -0.9
H 0.0 0.0 -0.5
C -0.7 3.2 -0.9
O 0.6 0.0 1.0
N -1.7 -3.8 -0.7
N 1.0 0.2 0.7
H -0.7 -0.1 -0.4
H 0.9 0.7 0.1
H 0.2 -0.4 -0.1
H 0.2 0.4 0.3
C 2.6 0.6 0.5
O -6.6 -1.3 2.2
N 2.5 0.1 2.8
N 0.9 0.2 -6.4
H 0.6 -0.3 -0.1
H -0.2 0.2 0.7
H -0.2 -0.3 0.2
H -0.1 0.3 0.2
O 0.1 0.1 -0.1
H -0.4 0.4 -0.2
H -0.1 -0.2 0.2

## Properties
calculated total energy = -762.83518 a.u.
charge = +1
spin multiplicity = 2
HOMO (alpha / beta) = -12.9906 / -12.9828 eV
frontier orbital gap (alpha / beta) = 10.3 / 5.9 eV